Record 1
# CHINOS

A structure of composition CHINOS in a non-equilibrium geometry (ωB97M-V/def2-TZVPD, OMol25).

Calculated values
Total charge = -1

Each line ends with the Löwdin charge.
Geometry (Å):
C  -0.3311  -0.7787  -0.0750  -0.84
N  -0.3797  0.4316  0.2410  -0.33
O  0.1759  -1.8411  -0.1000  0.07
S  -2.2183  -0.0541  0.0261  0.46
I  2.2446  1.3222  -0.0262  0.04
H  0.5087  0.9201  -0.0659  -0.40

***

Record 2
# C6H9N

An isolated molecule of C6H9N in a non-equilibrium geometry (ωB97M-V/def2-TZVPD, OMol25).

Calculated values
Structure (SMILES) = CCc1cc[nH]c1

Each line ends with the Löwdin charge.
Geometry (Å):
C  0.8329  1.9656  1.5343  -0.14
C  0.4293  0.5166  1.6869  -0.25
C  -0.0125  -0.3111  0.3885  -0.23
C  -1.3799  -0.6509  -0.0779  -0.05
C  -1.1715  -0.8901  -1.4565  -0.16
N  0.1159  -0.5750  -1.8422  0.03
C  0.8834  -0.6302  -0.6450  -0.09
H  0.1551  2.5377  2.2797  0.09
H  0.4714  2.1755  0.5038  0.08
H  1.8349  2.3186  1.8332  0.07
H  -0.3546  0.3335  2.5375  0.12
H  1.2939  0.0232  2.1792  0.09
H  -2.2805  -0.2930  0.4097  0.09
H  -1.8143  -1.4163  -2.2513  0.13
H  0.4869  -0.6497  -2.7183  0.09
H  1.9058  -1.0034  -0.4599  0.12

***

Record 3
# C5H10O2

An isolated molecule of C5H10O2 (ωB97M-V/def2-TZVPD, OMol25).

Calculated values
Structure (SMILES) = CO[C@H]1C[C@H]1CO

Each line ends with the Löwdin charge.
Geometry (Å):
C  -1.1172  -0.0272  2.0653  -0.09
O  -0.9242  0.1852  0.6832  -0.16
C  0.3664  0.6312  0.3913  -0.32
C  1.4531  -0.3905  0.2178  -0.05
C  0.8637  0.3175  -0.9796  -0.21
C  -0.0676  -0.4282  -1.9111  -0.24
O  -1.1676  0.3682  -2.2953  -0.05
H  -1.1607  0.9260  2.6123  0.09
H  -0.3062  -0.6373  2.4869  0.09
H  -2.0673  -0.5520  2.1904  0.09
H  0.6206  1.5949  0.8379  0.15
H  2.4647  -0.1534  0.5345  0.10
H  1.1597  -1.4285  0.3587  0.11
H  1.4660  1.0886  -1.4547  0.14
H  0.4591  -0.6991  -2.8317  0.12
H  -0.4008  -1.3600  -1.4313  0.12
H  -1.6417  0.5648  -1.4746  0.08

***

Record 4
# C4H13N3O2

A structure of composition C4H13N3O2 in a non-equilibrium geometry (ωB97M-V/def2-TZVPD, OMol25).

Each line ends with the Löwdin charge.
Geometry (Å):
C  1.8606  0.1401  -0.5050  -0.17
C  0.2686  -1.1212  -0.3598  -0.21
C  -0.2783  -1.3695  -1.7542  -0.17
N  2.2383  0.6766  0.6832  -0.01
H  2.7660  0.0421  1.2724  0.08
H  1.4039  1.0989  1.2121  0.05
H  2.5801  -0.5234  -0.9773  0.10
H  1.3498  0.8378  -1.1614  0.07
H  -0.4188  -1.4011  0.4370  0.06
H  1.0359  -1.8643  -0.1356  0.06
H  -1.0686  -0.6673  -2.0244  0.05
H  -0.6692  -2.3875  -1.8607  0.07
H  0.4938  -1.2428  -2.5147  0.06
C  -0.9188  0.8936  0.4845  -0.53
N  -2.1472  0.2120  0.6103  0.11
O  -0.5574  0.6108  2.7427  -0.05
O  -0.7856  1.7112  -0.6194  0.04
N  -0.2463  1.2827  1.5425  -0.01
H  -1.2693  -0.0193  2.5294  0.07
H  -0.3208  2.5084  -0.3285  0.12
H  -2.8768  0.8138  0.9753  0.11
H  -2.4399  -0.2317  -0.2485  0.09

***

Record 5
# C26H30N4O4

An isolated molecule of C26H30N4O4 (ωB97M-V/def2-TZVPD, OMol25).

Calculated values
Structure (SMILES) = CCCN(C(=O)C(=O)Nc1ccc2nc3n(c(=O)c2c1)CCCCC3)c1ccc(OCC)cc1

Each line ends with the Löwdin charge.
Geometry (Å):
C  0.5371  -3.4060  -4.8211  -0.09
C  -0.7508  -2.6542  -5.1322  -0.22
C  -0.9380  -1.4367  -4.2246  -0.14
N  -1.0845  -1.8448  -2.8320  0.02
C  -2.2977  -2.3307  -2.4699  -0.39
O  -3.2531  -2.3402  -3.2223  0.10
C  -2.4301  -2.9832  -1.0937  -0.40
O  -2.5643  -4.1846  -1.0060  0.10
N  -2.4707  -2.1907  0.0125  0.16
C  -2.0539  -0.8593  0.1255  -0.23
C  -2.4700  0.1216  -0.7849  0.00
C  -1.9763  1.4008  -0.7003  0.00
C  -1.0439  1.7359  0.2904  -0.22
N  -0.4999  2.9871  0.3201  0.17
C  0.3783  3.2687  1.2168  -0.28
N  0.8069  2.3948  2.1766  0.08
C  0.3060  1.0945  2.2584  -0.35
O  0.6892  0.3234  3.1185  0.07
C  -0.6736  0.7640  1.2333  -0.07
C  -1.1964  -0.5224  1.1561  0.06
C  1.7938  2.7771  3.1704  -0.13
C  1.2702  3.8191  4.1583  -0.16
C  1.3648  5.2497  3.6365  -0.21
C  0.5132  5.4983  2.3955  -0.18
C  0.9424  4.6557  1.1879  -0.11
C  -0.0323  -1.5950  -1.9228  -0.23
C  0.4200  -2.5638  -1.0377  -0.01
C  1.3866  -2.2646  -0.0909  0.00
C  1.9479  -0.9926  -0.0352  -0.28
O  2.8870  -0.5824  0.8485  -0.05
C  3.2476  -1.4424  1.9167  -0.26
C  4.2762  -0.7149  2.7663  -0.05
C  1.5291  -0.0356  -0.9631  0.01
C  0.5499  -0.3275  -1.8822  -0.01
H  0.5194  -3.7953  -3.8061  0.06
H  1.3995  -2.7492  -4.9212  0.07
H  0.6599  -4.2425  -5.5044  0.07
H  -1.6078  -3.3173  -5.0105  0.11
H  -0.7365  -2.3075  -6.1672  0.11
H  -0.0728  -0.7801  -4.3080  0.12
H  -1.8416  -0.8969  -4.5218  0.13
H  -2.4994  -2.7159  0.8808  0.16
H  -3.1830  -0.1386  -1.5520  0.12
H  -2.2825  2.1646  -1.3969  0.12
H  -0.8877  -1.2519  1.8901  0.13
H  2.6981  3.1362  2.6719  0.13
H  2.0311  1.8545  3.7073  0.11
H  1.8570  3.7421  5.0754  0.11
H  0.2342  3.5801  4.4080  0.13
H  1.0449  5.9331  4.4259  0.11
H  2.4090  5.4787  3.4079  0.11
H  0.5962  6.5525  2.1249  0.11
H  -0.5368  5.2969  2.6169  0.12
H  0.5628  5.1135  0.2743  0.12
H  2.0324  4.6231  1.1295  0.12
H  0.0141  -3.5632  -1.0768  0.12
H  1.6958  -3.0367  0.5950  0.11
H  3.6737  -2.3750  1.5227  0.12
H  2.3585  -1.6729  2.5167  0.12
H  3.8364  0.1871  3.1812  0.06
H  4.6018  -1.3572  3.5792  0.08
H  5.1351  -0.4403  2.1596  0.08
H  1.9744  0.9463  -0.9267  0.13
H  0.2121  0.4468  -2.5532  0.12

***

Record 6
# C4H4Cl2

An isolated molecule of C4H4Cl2 in a non-equilibrium geometry (ωB97M-V/def2-TZVPD, OMol25).

Calculated values
Structure (SMILES) = Cl/C=C/C=C/Cl

Each line ends with the Löwdin charge.
Geometry (Å):
Cl  2.6917  0.8250  1.2398  0.60
C  1.0387  0.5367  0.8040  -0.60
C  0.5622  -0.7877  0.6941  -0.14
C  -0.6349  -0.7578  -0.2771  -0.22
C  -1.1039  0.3960  -0.9014  -0.61
Cl  -2.6765  0.3149  -1.6713  0.56
H  0.3603  1.4659  0.7949  0.08
H  1.2890  -1.5533  0.6674  0.07
H  -1.1676  -1.8102  -0.5341  0.13
H  -0.3590  1.3704  -0.8163  0.12

***

no.,LUMO (eV),frontier orbital gap (eV),E (eV)
1,3.277,7.825,-23526.987
2,1.043,8.799,-7855.246
3,0.993,10.796,-9440.577
4,0.585,8.251,-12919.637
5,0.346,8.565,-41601.636
6,-0.190,8.528,-29254.667